(1)
Formula: C2H9N4O
Source: the Open Molecules 2025 dataset
Level of theory: ωB97M-V with the def2-TZVPD basis set

Each line ends with the natural charge from an NBO analysis.
Cartesian coordinates (Å):
H  -2.306840  -0.084789  -0.551476  0.194
C  1.691343  -1.343196  0.530346  0.649
H  -0.315372  0.234184  -2.171637  0.363
O  -0.387493  0.189314  -0.166481  -0.441
N  1.876880  -1.502437  -0.712513  -0.779
H  1.837873  -0.183158  3.446093  0.414
H  0.466916  1.423014  -1.488429  0.365
N  1.713809  -0.926188  1.611134  -0.123
H  2.237818  -2.390558  -0.882531  0.438
H  0.325853  -0.775193  2.999865  0.393
C  -1.772038  0.733780  -0.154703  -0.273
N  1.243179  -0.725054  2.818970  -0.570
H  -1.931420  1.625763  -0.694064  0.197
H  -2.124782  0.945672  0.900897  0.215
H  1.557131  -0.624437  -1.270049  0.467
N  0.301265  0.474579  -1.457583  -0.508

Forces on atoms 1 to 6 (eV/Å):
H -1.3 -0.5 -0.5
C 0.3 0.7 0.6
H -1.4 -0.6 -1.5
O 0.1 1.7 -1.3
N -0.6 1.5 0.4
H -0.3 -0.3 -0.5

Properties
Gap between HOMO and LUMO, eV: 11.2
Charge: +1
E_HOMO, eV: -14.242
LUMO, eV: -3.01
Energy above the lowest of the compared OMol25 structures with the same formula, charge and spin, kJ/mol: 624.3

=====

(2)
Formula: C5H10N3
Source: the Open Molecules 2025 dataset
Level of theory: ωB97M-V with the def2-TZVPD basis set

Each line ends with the natural charge from an NBO analysis.
Cartesian coordinates (Å):
H  -1.714858  0.183060  1.650975  0.449
H  -1.243054  -1.775362  -1.099607  0.180
C  -0.633738  -1.090375  -1.689762  -0.213
H  1.978422  1.635629  2.327818  0.457
H  -0.847500  -1.170107  -2.747217  0.221
H  -1.925420  0.353455  -0.889554  0.231
N  1.185070  1.297767  1.823185  -0.449
C  1.074460  0.976610  0.496229  -0.038
C  -0.852420  0.300602  -1.064482  -0.446
H  1.051196  -1.970806  -2.341875  0.375
C  -0.145586  0.434901  0.258271  0.163
H  -0.461740  1.110781  -1.670369  0.247
H  -0.188837  1.009379  3.474957  0.254
C  0.039506  0.952768  2.433133  0.245
H  0.815966  -2.267286  -0.767258  0.363
N  0.790205  -1.535015  -1.456148  -0.856
N  -0.777553  0.503883  1.503796  -0.452
H  1.855882  1.050108  -0.242090  0.270

Forces on atoms 1 to 6 (eV/Å):
H -0.4 0.0 0.3
H -0.5 -0.1 -0.5
C 1.6 -0.6 1.7
H 0.5 0.2 0.0
H -0.4 0.3 0.0
H -0.1 0.7 -0.2

Properties
Gap between HOMO and LUMO, eV: 10.0
Structure (SMILES): NCCc1c[nH]c[nH+]1
Charge: +1
E_HOMO, eV: -13.073
LUMO, eV: -3.04
Energy above the lowest of the compared OMol25 structures with the same formula, charge and spin, kJ/mol: 54.9

=====

(3)
Formula: C17H18AuN3O3
Source: the Open Molecules 2025 dataset
Level of theory: ωB97M-V with the def2-TZVPD basis set

Each line ends with the natural charge from an NBO analysis.
Cartesian coordinates (Å):
C  0.378850  -2.441129  -0.459816  0.145
H  -4.537508  -3.458281  1.682283  0.209
C  3.691093  -0.873234  -0.535179  -0.309
C  -2.349478  -2.304583  -3.853919  -0.591
H  4.762667  -0.799433  -0.603596  0.229
N  1.554009  -0.287378  -0.343530  -0.475
C  0.869648  0.304081  2.552897  0.820
H  -1.431067  -4.149801  -3.219806  0.211
C  1.586968  -1.656904  -0.465549  -0.009
H  -2.539602  1.783195  -2.501989  0.150
H  -0.613347  -2.707078  -2.669681  0.213
H  -2.760682  -0.136404  3.154857  0.213
C  2.910925  -2.039986  -0.600146  -0.234
Au  -0.128842  0.699238  -0.149596  1.468
O  -1.946158  1.737737  -0.537877  -0.653
C  -2.332831  -1.982179  2.091774  -0.426
O  1.441896  -0.241611  3.414133  -0.515
N  0.229049  0.936598  1.753720  -0.805
C  -3.930275  -3.401377  0.786535  -0.203
H  -2.465296  -1.281526  -3.497418  0.201
H  -2.862172  0.009643  1.400411  0.206
H  -3.886165  -4.440606  -2.425806  0.207
C  -2.357776  -3.252489  -1.521444  -0.063
H  -5.275619  -4.585161  -0.395361  0.212
C  -3.067958  -0.650668  2.244301  -0.594
H  -1.805670  -2.272055  -4.798396  0.210
C  -3.563718  -3.949815  -1.514775  -0.203
N  -0.756148  -1.891207  -0.264183  -0.536
H  -2.549662  -2.624700  2.948304  0.211
O  -0.791119  0.787060  -2.119621  -0.650
C  -4.346511  -4.031244  -0.377395  -0.216
H  3.257654  -3.051840  -0.728999  0.227
C  -1.598413  -3.145589  -2.821706  -0.425
C  -2.736572  -2.698146  0.829702  -0.034
C  2.821721  0.187575  -0.368372  -0.042
H  -4.147274  -0.805520  2.284752  0.203
H  -3.344443  -2.706157  -4.047480  0.204
C  -1.806985  1.456665  -1.760698  0.641
H  0.483469  -3.513739  -0.639375  0.184
H  3.023843  1.240258  -0.265755  0.220
C  -1.945849  -2.640389  -0.329041  0.182
H  -1.256832  -1.806312  2.097861  0.216

Forces on atoms 1 to 6 (eV/Å):
C -0.2 0.1 0.1
H 0.0 0.0 0.0
C 0.0 0.1 0.0
C 0.0 0.0 0.0
H 0.0 0.0 0.0
N -0.1 -0.2 0.1

Properties
Gap between HOMO and LUMO, eV: 6.4
E_HOMO, eV: -8.238
LUMO, eV: -1.79
Energy above the lowest of the compared OMol25 structures with the same formula, charge and spin, kJ/mol: 59.5

=====

(4)
Formula: C3H9IN2
Source: the Open Molecules 2025 dataset
Level of theory: ωB97M-V with the def2-TZVPD basis set

Each line ends with the natural charge from an NBO analysis.
Cartesian coordinates (Å):
H  -0.493927  1.722863  -0.073529  0.224
C  -1.314265  1.035097  0.119884  -0.651
H  -0.150104  0.773891  2.448466  0.222
N  -1.041679  -1.287498  0.013353  -0.585
C  -0.761020  -0.248040  0.665652  0.307
H  2.427676  0.628078  -2.512195  0.356
I  -0.355409  -3.129297  0.515014  0.238
H  0.821036  0.336992  -2.377624  0.359
N  1.739357  -0.035644  -2.179093  -1.076
H  -0.076282  -1.000507  2.539474  0.237
H  -1.865917  0.852568  -0.798389  0.233
H  1.848746  -0.890861  -2.709088  0.363
H  1.125331  -0.115953  1.600414  0.250
H  -1.979015  1.492805  0.851652  0.223
C  0.075472  -0.134495  1.896008  -0.700

Forces on atoms 1 to 6 (eV/Å):
H 0.1 0.1 0.0
C -0.2 0.0 -0.1
H 0.0 0.1 0.0
N -0.5 -0.2 -0.9
C 0.2 0.2 0.4
H 0.0 0.0 -0.1

Properties
Gap between HOMO and LUMO, eV: 9.2
Structure (SMILES): CC(C)=NI.N
E_HOMO, eV: -8.797
LUMO, eV: 0.43
Energy above the lowest of the compared OMol25 structures with the same formula, charge and spin, kJ/mol: 0.0

=====

(5)
Formula: C17H14AuClN4O
Source: the Open Molecules 2025 dataset
Level of theory: ωB97M-V with the def2-TZVPD basis set

Each line ends with the natural charge from an NBO analysis.
Cartesian coordinates (Å):
C  1.043277  2.431375  -1.570828  0.125
N  1.024259  0.084859  -1.930438  -0.589
C  1.731004  1.239979  -2.175373  0.613
H  0.653599  5.757116  -1.877813  0.264
O  2.718133  1.292503  -2.853853  -0.495
C  0.479002  4.737989  -1.559968  -0.081
N  0.052365  2.152369  -0.697837  -0.479
C  0.900886  -3.608055  -1.970971  -0.214
Cl  -0.088758  -2.608707  4.579081  0.118
C  -1.346416  1.020977  2.378454  0.052
H  2.129111  3.868475  -2.680373  0.282
H  -1.456365  -0.249204  5.512081  0.272
N  -0.043208  -1.884405  -0.645719  -0.504
C  0.048716  -4.526270  -1.384717  -0.073
H  -1.606208  -4.767769  -0.010191  0.268
H  -1.608417  1.899573  1.827412  0.209
H  -1.324229  5.183731  -0.463174  0.266
C  -0.916163  -2.762058  -0.111450  0.047
C  0.826791  -2.275788  -1.605139  0.257
H  -1.633519  -2.369471  0.597580  0.235
C  -0.802300  3.124060  -0.348125  0.066
Au  -0.027103  0.125406  -0.288986  1.384
C  -0.611900  4.427938  -0.761723  -0.211
C  1.631364  -1.202785  -2.262812  -0.291
C  -0.894041  -4.089729  -0.457459  -0.224
C  1.306706  3.711950  -1.994653  -0.172
H  2.680078  -1.237947  -1.950699  0.257
N  -0.744666  0.017769  1.718453  -0.522
H  1.610713  -3.906311  -2.730498  0.265
C  -0.363029  -1.061858  2.422247  0.011
C  -1.254864  -0.166910  4.452440  -0.114
C  -1.617383  0.956414  3.729937  -0.204
H  0.097966  -5.570348  -1.663570  0.263
H  1.611813  -1.347697  -3.345181  0.267
H  -2.108767  1.791141  4.209108  0.266
H  -1.666959  2.848981  0.231778  0.218
C  -0.605968  -1.190277  3.777240  -0.062
H  0.174482  -1.847011  1.905746  0.233

Forces on atoms 1 to 6 (eV/Å):
C 0.0 0.0 0.0
N -0.1 0.1 0.0
C 0.1 0.0 0.0
H 0.0 0.0 0.0
O 0.0 0.0 0.0
C 0.0 0.0 0.0

Properties
Gap between HOMO and LUMO, eV: 8.1
Charge: +2
E_HOMO, eV: -16.083
LUMO, eV: -7.98
Energy above the lowest of the compared OMol25 structures with the same formula, charge and spin, kJ/mol: 0.0

=====

(6)
Formula: C6H12O
Source: the Open Molecules 2025 dataset
Level of theory: ωB97M-V with the def2-TZVPD basis set

Each line ends with the natural charge from an NBO analysis.
Cartesian coordinates (Å):
H  1.486798  -1.874343  0.390647  0.223
C  1.910149  -0.921122  0.704195  -0.436
H  -1.451807  1.462398  1.023739  0.194
H  -0.341156  0.908445  -1.092922  0.187
H  3.212008  0.612858  -0.258997  0.174
O  2.141393  -0.499023  -1.703976  -0.703
C  2.317794  -0.004288  -0.405726  0.080
H  -3.661405  0.412886  0.484659  0.211
C  -2.770686  0.141431  -0.092892  -0.604
C  1.088998  0.312263  0.404992  -0.249
H  1.625938  0.153799  -2.194941  0.468
H  -2.800689  0.708425  -1.032601  0.200
H  1.193880  1.141418  1.100729  0.213
C  -1.470525  0.423679  0.664672  -0.390
H  -0.347440  -0.800632  -0.692495  0.209
H  -2.838935  -0.920762  -0.362444  0.203
H  2.514472  -0.956909  1.608422  0.217
C  -0.269695  0.195973  -0.253356  -0.397
H  -1.395199  -0.221403  1.553411  0.200

Forces on atoms 1 to 6 (eV/Å):
H 0.1 0.2 0.1
C 0.0 -0.1 0.1
H -0.1 -0.2 0.0
H 0.0 -0.1 0.2
H -0.3 -0.2 -0.1
O 0.0 0.2 -0.1

Properties
Gap between HOMO and LUMO, eV: 10.8
Structure (SMILES): CCC[C@H]1C[C@H]1O
E_HOMO, eV: -9.799
LUMO, eV: 1.02
Energy above the lowest of the compared OMol25 structures with the same formula, charge and spin, kJ/mol: 118.2

=====

(7)
Formula: C29H50AsGePt
Source: the Open Molecules 2025 dataset
Level of theory: ωB97M-V with the def2-TZVPD basis set

Each line ends with the Löwdin charge.
Cartesian coordinates (Å):
H  0.021065  2.431034  3.977123  0.144
H  -1.581584  -3.546822  1.619529  0.112
C  -0.236298  2.325380  2.916966  0.029
H  0.490113  -2.513233  4.416883  0.128
C  -5.158224  1.433482  -4.835637  -0.044
C  6.414120  -0.137681  1.885420  -0.083
H  1.205452  -2.751822  2.829135  0.078
C  -3.935747  0.657466  -2.466797  -0.343
C  -0.879822  2.092577  -1.779394  -0.234
C  -0.513443  -1.438325  2.906457  -0.264
H  -0.300583  -3.565432  3.253558  0.094
H  1.823525  -0.455207  -2.262519  0.026
As  -1.320584  0.263284  -1.357019  1.068
H  -5.637559  1.735528  -5.755306  0.126
C  -4.753842  2.387982  -3.927640  -0.039
H  -1.351649  2.332085  -2.734076  0.057
C  -2.786741  -0.442509  2.338641  -0.176
H  6.683410  -0.795883  1.059397  0.083
C  0.006188  -0.159448  3.103148  -0.289
C  -2.253575  0.821436  2.404936  -0.167
H  4.426023  -0.933674  2.042285  0.088
C  -3.080614  2.047539  2.175822  0.007
Pt  -0.460139  -0.358593  0.880446  0.900
C  -4.347648  -0.293211  -3.381087  -0.056
C  -0.968709  -0.739153  -2.965669  -0.218
H  3.561781  -1.224173  -4.704142  0.088
C  -2.366467  -2.908363  2.019951  0.016
H  4.417963  0.316846  -2.189270  0.097
H  -3.546937  -0.783635  -0.902479  0.074
H  4.369962  0.330892  -4.731412  0.089
C  4.906288  0.050335  1.957273  -0.284
H  1.138540  -0.072417  4.874756  0.139
H  3.530780  -2.587801  -2.607663  0.123
H  0.202404  2.185240  -1.865178  0.038
H  -5.306621  -0.643603  -5.276306  0.123
C  -4.964868  0.095075  -4.565964  -0.036
H  -0.893757  3.138335  2.641805  0.093
H  1.788507  0.969150  3.619234  0.078
H  6.913686  0.819259  1.737800  0.088
C  4.373616  0.791968  0.733487  -0.260
C  -3.286407  0.238029  -1.189048  -0.293
H  2.767057  0.213631  -4.054222  0.057
C  2.158116  -1.261452  -1.616042  -0.356
C  -4.248366  -0.709568  2.184306  0.016
Ge  2.021710  -0.694763  0.215880  0.919
H  -1.694659  -0.371547  -3.694213  0.052
C  2.830861  0.990170  0.759652  -0.306
H  -4.842454  0.161799  2.444410  0.104
C  -1.871741  -1.567016  2.391507  -0.172
H  2.521570  1.264366  1.771302  0.026
H  -3.835253  2.748002  -2.018875  0.113
H  -3.503803  0.912512  -0.359600  0.057
H  -4.510394  -1.014755  1.169695  0.099
C  0.258079  -2.642373  3.356935  0.015
H  -2.532763  2.812738  1.631316  0.093
H  -1.106601  -1.804624  -2.795894  0.056
C  -0.821257  0.977691  2.738859  -0.181
C  3.721476  -0.310334  -4.135415  -0.090
C  4.344360  -0.607959  -2.778908  -0.260
H  -4.545245  -1.518866  2.851571  0.119
H  0.706102  2.420552  2.371392  0.105
C  3.600091  -1.688230  -1.995448  -0.251
C  1.321536  0.005954  3.797172  -0.002
H  -3.202202  -2.867731  1.327532  0.104
H  1.451235  -2.090323  -1.732296  0.068
H  -4.932770  3.431546  -4.139801  0.122
H  0.037959  -0.544271  -3.319808  0.026
H  -1.245871  2.758903  -0.998875  0.039
H  4.635774  0.611382  2.858543  0.114
H  2.030055  -0.777201  3.530108  0.089
H  6.803848  -0.569766  2.804406  0.085
H  4.175851  -1.986340  -1.112191  0.101
H  -3.378192  2.487161  3.133653  0.139
H  2.498072  1.779127  0.086038  0.071
H  -3.990205  1.823971  1.626984  0.087
H  5.370463  -0.953880  -2.928599  0.125
H  2.218806  -1.865060  1.188976  -0.018
H  -2.729330  -3.389742  2.940226  0.155
H  4.824209  1.786994  0.689613  0.134
H  4.694766  0.283233  -0.182976  0.083
H  -4.205584  -1.345252  -3.161374  0.121
C  -4.136917  1.999396  -2.742975  -0.056

Forces on atoms 1 to 6 (eV/Å):
H 0.0 0.0 0.0
H 0.0 0.0 0.0
C 0.0 0.1 -0.1
H 0.0 0.0 0.0
C -0.2 0.1 -0.3
C 0.0 0.0 0.1

Properties
Gap between HOMO and LUMO (spin up / spin down), eV: 3.6 / 3.6
Charge: +3
E_HOMO (spin up / spin down), eV: -16.370 / -16.370
LUMO (spin up / spin down), eV: -12.81 / -12.80

=====

(8)
Formula: C6H13NO
Source: the Open Molecules 2025 dataset
Level of theory: ωB97M-V with the def2-TZVPD basis set

Each line ends with the natural charge from an NBO analysis.
Cartesian coordinates (Å):
H  1.767562  1.927176  -0.375022  0.405
H  0.247507  2.792795  -0.693304  0.392
H  -1.775669  1.923200  -0.468394  0.191
H  2.321293  -1.651334  -0.917855  0.156
C  0.596767  -0.414820  -0.090548  -0.157
H  -0.599356  -1.534587  1.328819  0.211
H  -1.441222  1.505193  1.191996  0.206
H  -0.537197  -2.208100  -0.326303  0.219
N  0.787243  1.934064  -0.650249  -0.844
H  -3.542855  0.501525  0.201441  0.213
C  -2.554948  0.039192  0.080862  -0.613
C  -1.468213  1.091464  0.177814  -0.430
C  0.029143  -1.685065  0.448338  -0.639
C  0.099396  0.792004  -0.306535  0.231
H  2.650354  -0.571675  1.277598  0.467
H  -2.543819  -0.450974  -0.896828  0.211
H  2.418069  0.007775  -1.474036  0.178
C  2.163610  -0.612097  -0.611861  -0.080
H  0.807263  -2.376751  0.788977  0.212
O  3.062336  -0.295327  0.444770  -0.735
H  -2.487263  -0.713658  0.870321  0.205

Forces on atoms 1 to 6 (eV/Å):
H -0.5 0.5 -0.2
H 0.6 -0.4 0.2
H 0.0 0.0 0.1
H -0.2 -0.1 0.0
C 4.3 -0.7 -2.1
H -0.1 0.0 -0.2

Properties
Gap between HOMO and LUMO, eV: 8.8
Structure (SMILES): CC/C(N)=C(\C)CO
E_HOMO, eV: -7.865
LUMO, eV: 0.91
Energy above the lowest of the compared OMol25 structures with the same formula, charge and spin, kJ/mol: 205.9